Entry from the OMol25 dataset: C27H39AgGeI2Si2Te as an isolated structure at a distorted geometry (ωB97M-V with the def2-TZVPD basis set).

Properties
expectation value of S²	0.7571
HOMO level (spin up / spin down)	-10.32 / -10.95	eV
max |F|	1.7	eV/A
energy above the lowest of the compared OMol25 structures with the same formula, charge and spin	66.3	kJ/mol

```
! wB97M-V def2-TZVPD RIJCOSX def2/J DEFGRID3
* xyz 1 2
Ag 0.71 -0.30 0.73
I 0.52 2.66 0.47
C -0.14 2.65 -1.57
I -0.35 0.69 -2.42
H 0.59 3.20 -2.15
H -1.11 3.14 -1.60
C -3.07 -4.31 -3.25
C -2.11 -3.43 -3.73
C -1.14 -2.93 -2.88
C -1.12 -3.28 -1.54
C -2.08 -4.17 -1.07
C -3.04 -4.69 -1.92
Ge 0.33 -2.65 -0.32
C 2.04 -3.02 -1.27
C 3.12 -2.16 -1.10
C 4.33 -2.40 -1.72
C 4.46 -3.50 -2.55
C 3.39 -4.35 -2.75
C 2.18 -4.12 -2.11
C 0.15 -3.79 1.30
C -0.97 -3.61 2.11
C -1.16 -4.38 3.24
C -0.19 -5.28 3.63
C 0.95 -5.44 2.85
C 1.11 -4.71 1.69
H -3.83 -4.70 -3.90
H -2.13 -3.14 -4.77
H -0.38 -2.26 -3.28
H -2.07 -4.47 -0.03
H -3.77 -5.39 -1.54
H 2.98 -1.27 -0.46
H 5.16 -1.72 -1.58
H 5.40 -3.69 -3.05
H 3.48 -5.19 -3.42
H 1.34 -4.78 -2.25
H -1.73 -2.89 1.80
H -2.07 -4.27 3.82
H -0.32 -5.87 4.53
H 1.71 -6.15 3.14
H 1.96 -4.88 1.05
C -0.87 3.40 6.11
Si -1.41 1.95 5.01
C -2.59 2.45 3.60
C -2.21 0.53 6.00
C 0.17 1.22 4.19
Te -0.30 -0.70 3.36
C 0.89 -1.84 4.73
Si 2.81 -1.77 4.57
C 3.20 -1.95 2.71
C 3.50 -0.13 5.26
C 3.51 -3.18 5.63
H -1.72 3.87 6.60
H -0.36 4.17 5.55
H -0.20 3.07 6.90
H -3.56 2.73 3.98
H -2.74 1.64 2.89
H -2.21 3.30 3.04
H -3.09 0.86 6.54
H -1.52 0.12 6.73
H -2.52 -0.28 5.34
H 0.97 1.08 4.91
H 0.53 1.88 3.40
H 0.56 -2.86 4.59
H 0.56 -1.53 5.72
H 2.96 -1.03 2.15
H 2.63 -2.76 2.27
H 4.25 -2.16 2.54
H 3.31 0.74 4.63
H 4.57 -0.21 5.38
H 3.07 0.07 6.24
H 3.17 -4.16 5.29
H 3.21 -3.07 6.67
H 4.59 -3.18 5.61
*
```